Run w
{
  "formula": "C3H7NO3",
  "method": "the ωB97M-V functional and the def2-TZVPD basis",
  "symbols": ["O", "C", "O", "N", "C", "C", "O", "H", "H", "H", "H", "H", "H", "H"],
  "xyz": [[-2.577, -0.229, 1.254], [-1.513, 0.318, 1.071], [-0.700, 0.561, 2.140], [-0.917, 0.518, -0.124], [0.488, 0.748, -0.363], [1.191, -0.547, -0.713], [0.767, -0.873, -2.032], [-1.148, 0.197, 2.906], [-1.507, -0.033, -0.736], [0.655, 1.585, -1.055], [0.883, 1.168, 0.561], [0.785, -1.312, -0.031], [2.266, -0.553, -0.497], [1.327, -1.547, -2.382]],
  "mulliken_charge": [-0.612, 0.646, -0.489, -0.247, -0.572, -0.326, -0.510, 0.312, 0.254, 0.290, 0.341, 0.254, 0.371, 0.286],
  "spin_multiplicity": 1,
  "total_charge": 0,
  "smiles": "O=C(O)NCCO",
  "e_homo_ev": -9.98,
  "homo_lumo_gap_ev": 10.65
}


Run x
{
  "formula": "C3H7NO3",
  "method": "the ωB97M-V functional and the def2-TZVPD basis",
  "symbols": ["O", "C", "O", "C", "C", "N", "O", "H", "H", "H", "H", "H", "H", "H"],
  "xyz": [[1.737, -0.042, -1.984], [1.372, 0.758, -1.195], [1.222, 2.039, -1.439], [0.780, 0.407, 0.226], [-0.499, -0.307, 0.012], [-1.049, -0.783, 1.363], [-2.160, -1.533, 1.222], [1.595, 2.081, -2.297], [1.457, -0.400, 0.706], [0.502, 1.335, 0.931], [-0.384, -1.173, -0.591], [-1.286, 0.096, -0.433], [-0.484, -1.413, 1.854], [-2.802, -1.067, 1.624]],
  "mulliken_charge": [-0.517, 0.525, -0.408, -0.313, -0.925, -0.339, -0.413, 0.316, 0.268, 0.255, 0.414, 0.574, 0.243, 0.319],
  "spin_multiplicity": 1,
  "total_charge": 0,
  "smiles": "O=C(O)CCNO",
  "e_homo_ev": -9.21,
  "homo_lumo_gap_ev": 9.97
}


Run y
{
  "formula": "C3H7NO3",
  "method": "the ωB97M-V functional and the def2-TZVPD basis",
  "symbols": ["N", "C", "C", "O", "C", "O", "O", "H", "H", "H", "H", "H", "H", "H"],
  "xyz": [[-0.002, 1.586, 0.639], [-0.058, 0.431, -0.308], [1.301, -0.266, -0.552], [1.082, -1.516, -1.202], [-1.074, -0.471, 0.372], [-2.218, -0.568, 0.009], [-0.563, -1.204, 1.383], [0.486, 2.356, 0.196], [-0.965, 1.806, 0.840], [-0.481, 0.748, -1.264], [1.858, -0.228, 0.387], [1.760, 0.406, -1.288], [0.143, -1.650, -1.218], [-1.269, -1.428, 2.006]],
  "mulliken_charge": [-0.732, 0.468, -0.496, -0.483, 0.071, -0.540, -0.404, 0.252, 0.246, 0.312, 0.321, 0.292, 0.343, 0.350],
  "spin_multiplicity": 1,
  "total_charge": 0,
  "smiles": "N[C@@H](CO)C(=O)O",
  "e_homo_ev": -10.16,
  "homo_lumo_gap_ev": 10.83
}


Most stable = run w


Run w
{
  "formula": "C3H7NO3",
  "method": "the ωB97M-V functional and the def2-TZVPD basis",
  "symbols": ["N", "C", "C", "O", "C", "O", "O", "H", "H", "H", "H", "H", "H", "H"],
  "xyz": [[0.760, 1.393, -0.388], [0.178, 0.298, 0.391], [-1.343, 0.431, 0.510], [-1.710, 1.762, 0.818], [0.492, -1.043, -0.280], [-0.202, -1.724, -0.964], [1.790, -1.391, -0.016], [1.432, 1.893, 0.167], [1.231, 1.034, -1.210], [0.661, 0.186, 1.361], [-1.608, -0.178, 1.364], [-1.837, 0.142, -0.413], [-1.027, 2.332, 0.425], [1.880, -2.326, -0.258]],
  "mulliken_charge": [-0.660, 0.339, -0.444, -0.535, 0.298, -0.522, -0.443, 0.232, 0.257, 0.272, 0.292, 0.251, 0.319, 0.345],
  "spin_multiplicity": 1,
  "total_charge": 0,
  "smiles": "N[C@@H](CO)C(=O)O",
  "e_homo_ev": -9.99,
  "homo_lumo_gap_ev": 10.53
}


Run x
{
  "formula": "C3H7NO3",
  "method": "the ωB97M-V functional and the def2-TZVPD basis",
  "symbols": ["C", "C", "O", "N", "C", "O", "H", "H", "H", "H", "H", "O", "H", "H"],
  "xyz": [[-0.734, -0.603, 2.268], [-0.762, -0.535, 0.765], [-1.786, -0.434, 0.130], [0.463, -0.643, 0.094], [1.725, -0.426, 0.614], [2.703, -0.359, -0.084], [-0.379, -1.581, 2.568], [-0.043, 0.108, 2.702], [-1.735, -0.431, 2.633], [0.511, -0.808, -0.901], [1.769, -0.330, 1.708], [-0.909, 2.216, -4.280], [-0.014, 2.549, -4.156], [-0.809, 1.277, -4.062]],
  "mulliken_charge": [-1.149, 0.744, -0.556, -0.090, 0.057, -0.517, 0.345, 0.365, 0.287, 0.246, 0.269, -0.634, 0.320, 0.315],
  "spin_multiplicity": 1,
  "total_charge": 0,
  "smiles": "CC(=O)NC=O.O",
  "e_homo_ev": -10.56,
  "homo_lumo_gap_ev": 11.10
}


Run y
{
  "formula": "C3H7NO3",
  "method": "the ωB97M-V functional and the def2-TZVPD basis",
  "symbols": ["C", "C", "O", "N", "C", "O", "H", "H", "H", "H", "H", "O", "H", "H"],
  "xyz": [[-0.767, 0.336, 0.357], [0.698, 0.117, 0.467], [1.236, -0.884, 0.841], [1.533, 1.227, 0.120], [1.376, 2.035, -0.986], [0.449, 2.018, -1.759], [-0.940, 1.343, 0.001], [-1.192, 0.304, 1.365], [-1.318, -0.392, -0.231], [2.490, 0.990, 0.336], [2.175, 2.784, -1.143], [-2.231, -3.421, 0.062], [-2.103, -3.203, 0.988], [-1.408, -3.254, -0.417]],
  "mulliken_charge": [-0.742, 0.491, -0.554, -0.201, 0.010, -0.494, 0.323, 0.254, 0.231, 0.305, 0.383, -0.642, 0.319, 0.317],
  "spin_multiplicity": 1,
  "total_charge": 0,
  "smiles": "CC(=O)NC=O.O",
  "e_homo_ev": -10.54,
  "homo_lumo_gap_ev": 11.18
}


Run z
{
  "formula": "C3H7NO3",
  "method": "the ωB97M-V functional and the def2-TZVPD basis",
  "symbols": ["O", "C", "N", "C", "O", "C", "O", "H", "H", "H", "H", "H", "H", "H"],
  "xyz": [[-2.095, 0.342, 0.502], [-1.077, 1.163, 0.015], [0.201, 0.793, 0.589], [0.895, -0.282, -0.014], [2.142, -0.381, 0.554], [0.196, -1.458, -0.540], [0.816, -0.497, -1.391], [-2.039, 0.329, 1.465], [-1.264, 2.213, 0.277], [-1.099, 1.052, -1.077], [0.830, 1.577, 0.703], [2.692, -0.956, 0.008], [0.686, -2.424, -0.517], [-0.884, -1.471, -0.575]],
  "mulliken_charge": [-0.530, -0.452, -0.288, 0.803, -0.533, -0.627, -0.475, 0.329, 0.389, 0.336, 0.225, 0.345, 0.229, 0.251],
  "spin_multiplicity": 1,
  "total_charge": 0,
  "smiles": "OCN[C@@]1(O)CO1",
  "e_homo_ev": -9.59,
  "homo_lumo_gap_ev": 10.47
}


Most stable = run x


Run w
{
  "formula": "C5H10N2S",
  "method": "the ωB97M-V functional and the def2-TZVPD basis",
  "symbols": ["C", "C", "S", "C", "N", "C", "C", "N", "H", "H", "H", "H", "H", "H", "H", "H", "H", "H"],
  "xyz": [[-1.826, 1.368, 0.563], [-1.413, 0.376, -0.518], [-2.497, -1.085, -0.574], [0.056, 0.038, -0.401], [0.952, 0.712, -0.998], [2.244, 0.183, -0.533], [1.901, -1.133, 0.200], [0.483, -0.929, 0.495], [-1.688, 0.926, 1.555], [-1.223, 2.293, 0.483], [-2.894, 1.639, 0.449], [-1.528, 0.866, -1.505], [-2.689, -1.203, 0.776], [2.931, 0.062, -1.339], [2.701, 0.925, 0.174], [2.085, -2.002, -0.450], [2.489, -1.280, 1.112], [-0.083, -1.755, 0.510]],
  "mulliken_charge": [-1.415, 0.174, -0.220, 0.304, -0.591, -0.410, -0.455, -0.262, 0.372, 0.372, 0.338, 0.254, 0.134, 0.308, 0.250, 0.272, 0.288, 0.287],
  "spin_multiplicity": 1,
  "total_charge": 0,
  "smiles": "C[C@H](S)C1=NCCN1",
  "e_homo_ev": -8.84,
  "homo_lumo_gap_ev": 9.62
}


Run x
{
  "formula": "C5H10N2S",
  "method": "the ωB97M-V functional and the def2-TZVPD basis",
  "symbols": ["C", "N", "S", "C", "C", "N", "C", "C", "H", "H", "H", "H", "H", "H", "H", "H", "H", "H"],
  "xyz": [[3.514, -0.113, -0.225], [2.343, 0.334, 0.074], [1.097, -0.880, -0.025], [-0.114, 0.211, 0.738], [-0.312, 1.566, 0.053], [-1.571, 1.100, -0.675], [-1.579, -0.099, 0.221], [-1.921, -1.512, -0.157], [4.304, 0.647, -0.204], [3.755, -1.041, -0.677], [0.000, 0.163, 1.878], [-0.536, 2.288, 0.890], [0.541, 1.884, -0.501], [-1.272, 0.798, -1.652], [-2.261, 0.147, 1.010], [-3.033, -1.626, -0.306], [-1.467, -1.769, -1.177], [-1.489, -2.098, 0.733]],
  "mulliken_charge": [-0.265, -0.324, -0.070, 0.060, -0.683, -0.518, 0.027, -1.229, 0.235, 0.237, 0.376, 0.221, 0.407, 0.336, 0.261, 0.353, 0.302, 0.274],
  "spin_multiplicity": 1,
  "total_charge": 0,
  "smiles": "C=NS[C@H]1CN[C@H]1C",
  "e_homo_ev": -8.62,
  "homo_lumo_gap_ev": 9.47
}


Run y
{
  "formula": "C5H10N2S",
  "method": "the ωB97M-V functional and the def2-TZVPD basis",
  "symbols": ["H", "N", "C", "C", "C", "C", "S", "N", "C", "H", "H", "H", "H", "H", "H", "H", "H", "H"],
  "xyz": [[-1.929, -1.572, -0.453], [-0.913, -1.722, -0.730], [-0.296, -0.584, -0.513], [-0.744, 0.844, -0.289], [-1.580, 0.838, 1.031], [0.402, 1.751, -0.112], [1.782, 0.648, 0.437], [1.109, -0.493, -0.706], [1.888, -1.780, -0.360], [-1.462, 1.227, -1.035], [-2.084, 1.885, 1.011], [-0.988, 0.607, 1.951], [-2.327, 0.109, 1.002], [0.101, 2.427, 0.729], [0.693, 2.326, -0.973], [2.129, -2.169, 0.665], [2.834, -1.639, -0.963], [1.386, -2.703, -0.689]],
  "mulliken_charge": [0.241, -0.731, 0.275, 0.454, -1.409, -0.776, -0.084, -0.142, -0.917, 0.251, 0.368, 0.289, 0.457, 0.374, 0.354, 0.318, 0.317, 0.361],
  "spin_multiplicity": 1,
  "total_charge": 0,
  "smiles": "[H]/N=C1\\[C@@H](C)CSN1C",
  "e_homo_ev": -8.38,
  "homo_lumo_gap_ev": 9.09
}


Run z
{
  "formula": "C5H10N2S",
  "method": "the ωB97M-V functional and the def2-TZVPD basis",
  "symbols": ["H", "N", "C", "N", "C", "C", "C", "C", "S", "H", "H", "H", "H", "H", "H", "H", "H", "H"],
  "xyz": [[2.863, 2.596, -1.132], [2.689, 1.817, -0.487], [1.784, 1.058, -0.941], [1.404, -0.094, -0.281], [0.169, -0.764, -0.508], [-0.120, -0.963, -2.011], [-1.010, -0.098, 0.074], [-2.165, -0.875, 0.647], [-1.235, 0.048, 1.912], [1.312, 1.153, -1.908], [1.740, -0.147, 0.687], [0.310, -1.760, -0.050], [0.816, -1.263, -2.538], [-0.549, -0.106, -2.522], [-0.784, -1.820, -2.101], [-1.345, 0.811, -0.402], [-3.147, -0.501, 0.426], [-2.057, -1.932, 0.761]],
  "mulliken_charge": [0.259, -0.681, 0.037, -0.310, 0.150, -1.553, -0.130, -0.908, -0.152, 0.310, 0.334, 0.340, 0.386, 0.395, 0.420, 0.459, 0.323, 0.321],
  "spin_multiplicity": 1,
  "total_charge": 0,
  "smiles": "[H]/N=C/N[C@H](C)[C@H]1CS1",
  "e_homo_ev": -8.91,
  "homo_lumo_gap_ev": 9.79
}


Most stable = run w


Run w
{
  "formula": "C5H10N2S",
  "method": "the ωB97M-V functional and the def2-TZVPD basis",
  "symbols": ["C", "C", "C", "C", "N", "H", "H", "H", "H", "H", "H", "H", "H", "H", "N", "C", "S", "H"],
  "xyz": [[1.555, 0.517, -1.403], [0.147, 0.877, -0.785], [-0.494, -0.335, -0.215], [-0.085, -0.661, 1.009], [-0.388, -1.742, 1.823], [1.880, -0.504, -1.162], [1.522, 0.507, -2.549], [2.365, 1.095, -1.155], [0.330, 1.642, -0.081], [-0.367, 1.365, -1.552], [-1.175, -0.852, -0.844], [0.366, 0.245, 1.489], [-0.257, -1.802, 2.835], [-1.260, -2.268, 1.509], [-2.904, 0.953, 1.025], [-3.018, -0.191, 1.405], [-3.364, -1.504, 2.164], [-2.197, 1.185, 0.316]],
  "mulliken_charge": [-1.080, -0.630, -0.771, -0.031, -0.428, 0.306, 0.266, 0.352, 0.400, 0.514, 0.418, 0.193, 0.242, 0.191, -0.516, 0.554, -0.382, 0.404],
  "spin_multiplicity": 1,
  "total_charge": 0,
  "smiles": "CC/C=C/N.N=C=S",
  "e_homo_ev": -7.94,
  "homo_lumo_gap_ev": 8.37
}


Run x
{
  "formula": "C5H10N2S",
  "method": "the ωB97M-V functional and the def2-TZVPD basis",
  "symbols": ["H", "N", "C", "C", "C", "C", "S", "N", "C", "H", "H", "H", "H", "H", "H", "H", "H", "H"],
  "xyz": [[1.398, -1.544, 1.353], [1.361, -0.506, 1.351], [0.680, -0.081, 0.343], [0.040, -0.889, -0.752], [-1.113, -1.725, -0.225], [-0.338, 0.153, -1.876], [-0.717, 1.646, -0.941], [0.474, 1.291, 0.233], [0.547, 2.093, 1.472], [0.806, -1.579, -1.184], [-1.472, -2.413, -0.923], [-1.964, -1.088, 0.158], [-0.721, -2.292, 0.671], [-1.220, -0.137, -2.430], [0.539, 0.216, -2.586], [-0.290, 1.837, 2.154], [0.515, 3.178, 1.196], [1.474, 1.840, 1.987]],
  "mulliken_charge": [0.227, -0.777, 0.296, 0.309, -1.231, -0.691, -0.116, -0.050, -0.844, 0.277, 0.443, 0.275, 0.297, 0.358, 0.302, 0.276, 0.287, 0.362],
  "spin_multiplicity": 1,
  "total_charge": 0,
  "smiles": "[H]/N=C1\\[C@@H](C)CSN1C",
  "e_homo_ev": -7.81,
  "homo_lumo_gap_ev": 8.63
}


Run y
{
  "formula": "C5H10N2S",
  "method": "the ωB97M-V functional and the def2-TZVPD basis",
  "symbols": ["H", "N", "C", "N", "C", "C", "C", "S", "C", "H", "H", "H", "H", "H", "H", "H", "H", "H"],
  "xyz": [[-3.629, 1.442, -0.322], [-2.916, 1.161, -0.896], [-1.925, 0.382, -0.156], [-1.856, 0.498, 1.298], [-0.906, -0.157, -0.934], [0.362, -0.384, -0.587], [1.313, -0.757, -1.772], [1.311, 0.243, 0.640], [2.523, -0.917, 1.276], [-1.146, -0.118, 1.778], [-2.726, 0.387, 1.759], [-1.214, 0.059, -1.985], [1.901, 0.372, -1.804], [2.358, -1.349, -1.296], [0.716, -1.327, -2.704], [2.730, -0.731, 2.414], [1.860, -1.939, 1.538], [3.364, -1.304, 0.599]],
  "mulliken_charge": [0.207, -0.650, 0.235, -0.488, -0.475, 0.581, -0.968, -0.052, -0.797, 0.210, 0.262, 0.286, 0.295, 0.164, 0.312, 0.341, 0.256, 0.282],
  "spin_multiplicity": 1,
  "total_charge": 0,
  "smiles": "[H]/N=C(N)/C=C(/C)SC",
  "e_homo_ev": -8.35,
  "homo_lumo_gap_ev": 8.20
}


Most stable = run x


Run w
{
  "formula": "C7H8NO2P",
  "method": "the ωB97M-V functional and the def2-TZVPD basis",
  "symbols": ["C", "P", "O", "C", "C", "C", "C", "C", "C", "N", "O", "H", "H", "H", "H", "H", "H", "H", "H"],
  "xyz": [[-2.059, 1.814, 0.469], [-2.324, 0.367, -0.545], [-3.648, -0.206, -0.304], [-0.976, -0.813, -0.232], [0.270, -0.999, -0.491], [1.327, -1.882, -0.704], [2.693, -1.496, -0.758], [3.133, -0.234, -0.448], [2.182, 0.764, -0.152], [1.933, 2.010, -0.200], [1.071, 2.737, 0.032], [-2.842, 2.563, 0.264], [-1.026, 2.312, 0.310], [-2.012, 1.468, 1.471], [-2.075, 0.847, -1.770], [1.146, -2.891, -1.068], [3.499, -2.129, -0.927], [4.260, -0.096, -0.508], [0.984, 0.295, -0.369]],
  "mulliken_charge": [-0.768, 0.610, -0.645, -0.278, 0.431, -0.663, -0.188, -0.453, 0.291, 0.110, -0.465, 0.337, 0.235, 0.294, 0.048, 0.330, 0.412, 0.277, 0.084],
  "spin_multiplicity": 1,
  "total_charge": 0,
  "smiles": "C[P@H](=O)C#C/C=C\\C=C\\N=O",
  "e_homo_ev": [-8.44, -8.11],
  "homo_lumo_gap_ev": [6.48, 6.76]
}


Run x
{
  "formula": "C7H8NO2P",
  "method": "the ωB97M-V functional and the def2-TZVPD basis",
  "symbols": ["C", "P", "O", "N", "C", "C", "C", "C", "C", "C", "O", "H", "H", "H", "H", "H", "H", "H", "H"],
  "xyz": [[2.945, 0.742, 1.274], [2.186, -0.016, -0.234], [3.115, -0.474, -1.243], [0.511, 1.348, -0.536], [-0.533, 0.515, -0.439], [-1.820, 0.851, -0.840], [-2.854, -0.084, -0.678], [-2.574, -1.259, -0.065], [-1.248, -1.643, 0.273], [-0.234, -0.785, 0.098], [1.064, -1.112, 0.241], [3.319, 1.658, 1.052], [2.263, 0.949, 2.048], [3.666, 0.072, 1.667], [0.591, 2.016, -1.168], [-2.159, 1.821, -1.097], [-3.860, 0.190, -1.159], [-3.213, -2.186, 0.082], [-1.166, -2.602, 0.723]],
  "mulliken_charge": [-0.978, 0.793, -0.603, -0.608, 0.949, -0.719, -0.366, -0.471, -0.595, 0.406, -0.402, 0.371, 0.329, 0.353, 0.212, 0.391, 0.272, 0.223, 0.444],
  "spin_multiplicity": 1,
  "total_charge": 0,
  "smiles": "C[P@]1(=O)Nc2ccccc2O1",
  "e_homo_ev": -7.84,
  "homo_lumo_gap_ev": 8.35
}


Most stable = run x